A 9-piece molecular cluster, C48H120N6O15 overall at a distorted geometry. Source: the OMol25 dataset; level of theory: wB97M-V/def2-TZVPD.

The geometry in XYZ format:
```
189
Properties=species:S:1:pos:R:3:forces:R:3
C 10.331 19.634 11.619 -2.01 1.50 -0.21
C 10.464 20.300 12.991 0.12 0.70 0.41
O 10.720 19.298 13.938 0.92 -0.74 0.38
C 11.188 19.801 15.174 -1.01 0.55 1.07
C 11.277 18.627 16.189 0.31 1.28 -1.99
H 9.375 19.027 11.478 1.25 0.85 0.33
H 10.383 20.445 10.842 -0.25 -0.87 0.61
H 11.169 19.007 11.507 0.99 -0.90 -0.34
H 11.321 21.043 13.002 -0.71 -0.63 -0.25
H 9.574 20.839 13.390 0.24 0.02 -0.84
H 12.133 20.363 15.115 -0.02 -0.22 -0.45
H 10.412 20.547 15.526 0.76 -0.50 -0.08
H 10.255 18.444 16.443 -0.35 -0.76 0.57
H 11.914 18.879 17.017 -0.02 0.18 0.54
H 11.752 17.823 15.634 -0.20 -0.45 0.18
C 10.006 14.701 9.024 -0.13 0.39 0.54
C 10.804 14.949 10.283 1.16 0.53 0.07
O 12.183 14.873 9.946 0.34 0.05 -0.72
C 13.067 14.856 11.043 0.25 -0.71 -0.45
C 14.513 14.927 10.509 -0.82 1.10 -0.04
H 10.179 13.717 8.638 0.14 -0.69 -0.14
H 8.936 14.812 9.220 0.12 0.13 -0.13
H 10.350 15.405 8.269 -0.22 0.13 -0.04
H 10.659 15.971 10.658 -0.47 -0.06 0.14
H 10.669 14.253 11.104 -0.69 -0.32 0.13
H 12.777 15.630 11.777 0.43 0.03 -0.29
H 12.959 13.880 11.538 -0.08 0.09 0.28
H 15.214 14.981 11.319 0.37 -0.17 0.61
H 14.684 15.839 9.924 -0.30 -0.12 0.07
H 14.781 14.096 9.872 -0.23 -0.35 -0.04
C 17.947 21.428 11.937 0.13 0.20 0.92
C 16.513 21.367 11.503 -0.46 -0.37 -0.60
O 15.914 20.279 12.215 0.53 0.68 0.41
C 14.601 20.010 11.813 -0.86 0.71 -0.86
C 14.100 18.842 12.629 -0.62 0.43 0.34
H 18.378 20.421 11.855 0.16 0.40 -0.44
H 18.501 22.227 11.429 0.05 -0.47 -0.13
H 17.991 21.684 13.005 -0.05 -0.02 -0.40
H 15.954 22.313 11.652 0.13 -0.35 0.29
H 16.434 21.152 10.418 0.05 0.05 0.26
H 13.939 20.925 11.923 0.58 -0.81 0.10
H 14.646 19.834 10.725 -0.41 -0.25 0.05
H 13.019 18.654 12.525 0.37 0.13 -0.26
H 14.209 19.161 13.682 0.24 -0.52 -0.33
H 14.636 17.917 12.388 0.07 0.20 0.30
C 21.806 20.642 12.056 0.03 -0.48 -0.82
O 22.236 20.402 13.340 0.01 -1.52 1.18
C 22.029 18.997 13.704 1.06 2.43 0.47
C 22.681 18.784 15.060 0.73 -0.38 -0.60
N 22.039 19.318 16.206 0.06 0.85 0.77
C 22.266 20.744 16.459 -0.07 0.23 -0.50
C 21.483 21.113 17.683 0.40 -0.11 0.37
O 20.109 21.128 17.297 1.31 0.39 -0.53
C 19.220 20.912 18.322 0.12 -0.93 1.84
H 22.427 20.121 11.327 0.10 -0.34 -0.23
H 21.942 21.675 11.852 -0.22 1.07 -0.15
H 20.775 20.330 11.904 -0.32 0.13 -0.11
H 22.525 18.362 12.970 -0.21 -0.15 -0.28
H 20.955 18.825 13.785 -0.13 -0.28 -0.22
H 23.737 19.141 15.135 -0.68 -0.15 -0.68
H 22.753 17.704 15.082 0.00 -0.57 0.69
H 21.060 19.135 16.307 -0.47 -0.30 -0.33
H 21.946 21.435 15.645 0.34 -0.57 0.22
H 23.336 20.882 16.639 -0.05 0.12 -0.04
H 21.874 22.039 18.164 -0.69 -0.16 -0.45
H 21.684 20.300 18.394 -0.39 0.06 0.21
H 18.311 20.514 17.904 -0.46 -0.02 -0.13
H 18.997 21.804 18.919 0.01 0.13 -0.14
H 19.646 20.148 19.040 -0.53 0.55 -0.54
C 13.607 10.718 19.426 -0.12 0.12 0.40
O 13.458 11.402 18.238 0.39 0.61 -1.71
C 14.071 10.806 17.095 -0.57 0.16 0.31
C 13.513 11.442 15.833 1.18 -0.12 0.86
N 14.056 12.782 15.750 -0.08 -0.14 -0.26
C 13.517 13.536 14.682 -1.57 1.40 -2.16
C 14.282 14.814 14.419 2.15 -0.48 0.25
O 14.403 15.543 15.634 0.13 0.12 0.04
C 15.027 16.814 15.428 -0.49 -0.50 0.30
H 13.053 11.337 20.133 0.07 -0.46 0.36
H 14.646 10.632 19.743 0.26 0.03 0.08
H 13.190 9.717 19.333 -0.19 -0.27 0.27
H 13.883 9.745 17.097 -0.38 -0.67 0.01
H 15.163 10.899 17.079 0.02 0.37 0.27
H 12.421 11.338 15.760 0.11 0.13 0.04
H 14.022 10.898 15.051 -0.35 -0.38 -0.66
H 13.861 13.327 16.566 0.08 -0.04 0.82
H 12.481 13.920 14.854 0.11 -0.64 0.16
H 13.452 12.997 13.689 0.30 0.16 1.17
H 13.811 15.473 13.711 -0.46 0.02 -0.66
H 15.307 14.504 13.993 -0.98 0.69 0.67
H 15.125 17.325 16.410 -0.04 -0.43 -0.63
H 14.400 17.427 14.755 0.41 -0.20 0.27
H 16.010 16.620 14.985 0.07 0.43 -0.02
C 15.902 20.457 7.421 0.52 0.72 -0.32
O 15.987 19.354 8.232 -0.06 -0.85 0.72
C 17.141 18.578 8.063 -0.27 -0.45 -0.67
C 17.196 17.562 9.140 1.03 -0.45 1.30
N 17.406 18.181 10.457 0.03 0.47 -0.78
C 17.559 17.342 11.611 0.41 -0.50 1.12
C 18.956 16.802 11.900 -0.08 0.13 -1.17
O 19.234 15.816 10.896 0.59 0.45 0.41
C 20.615 15.533 10.893 0.37 0.49 -0.45
H 16.723 21.191 7.554 -0.15 -0.30 0.14
H 14.974 20.913 7.675 -0.75 0.68 0.06
H 15.883 20.169 6.384 -0.01 -0.08 -0.76
H 18.013 19.204 8.184 0.51 0.37 -0.18
H 17.200 18.041 7.070 -0.31 0.71 0.64
H 18.065 16.967 8.898 0.29 -0.41 0.16
H 16.359 16.887 9.196 -0.66 -0.26 -0.48
H 16.630 18.813 10.632 0.20 -0.02 0.03
H 16.912 16.458 11.663 -0.37 0.00 -0.24
H 17.313 17.974 12.456 -0.25 0.10 0.34
H 19.090 16.364 12.897 -0.46 -0.10 0.04
H 19.691 17.611 11.841 0.07 0.16 -0.23
H 21.244 16.416 10.581 -0.61 -0.59 0.45
H 20.819 14.741 10.194 -0.14 -0.32 -0.48
H 20.934 15.155 11.858 0.21 0.15 0.47
C 9.522 24.232 10.629 0.99 0.50 0.99
O 10.671 23.407 10.593 -0.53 -0.79 0.65
C 11.051 23.117 9.286 -0.08 0.00 -0.60
C 12.285 22.256 9.266 0.45 -0.55 0.52
N 13.439 22.831 9.963 -0.48 -0.99 -0.48
C 13.970 23.944 9.218 -0.20 -0.40 -1.86
C 15.122 24.568 9.884 0.26 1.35 2.01
O 14.566 25.106 11.148 1.87 -0.98 -0.72
C 15.626 25.613 11.961 -0.79 0.81 -0.21
H 8.587 23.846 10.240 -0.02 -0.68 -0.18
H 9.782 25.117 10.076 -0.21 0.78 -0.33
H 9.412 24.502 11.682 -0.27 0.00 -0.19
H 11.230 24.048 8.793 0.15 0.88 -0.69
H 10.237 22.631 8.755 -0.24 -0.31 -0.24
H 12.655 22.030 8.266 -0.54 0.03 -0.28
H 11.968 21.306 9.716 0.55 0.01 0.10
H 13.143 23.031 10.896 0.13 0.73 0.60
H 13.195 24.692 8.929 0.54 -0.16 0.22
H 14.386 23.506 8.266 -0.55 0.41 0.51
H 15.561 25.458 9.390 -0.26 -0.60 -0.33
H 15.939 23.819 10.047 -0.63 0.54 0.23
H 16.423 24.907 12.197 -0.10 -0.50 -0.09
H 15.112 25.892 12.889 0.53 0.28 -0.13
H 16.116 26.483 11.463 -0.36 -0.31 0.41
C 13.315 23.855 14.054 -0.74 1.26 0.77
O 13.644 23.091 15.176 -0.51 0.22 0.25
C 14.639 22.165 14.881 -0.41 -1.45 0.81
C 16.008 22.678 14.832 1.63 -0.17 -0.10
N 16.518 23.049 16.179 0.30 -0.05 -1.17
C 16.105 24.403 16.527 -0.87 -1.08 -0.19
C 16.733 24.848 17.787 -0.01 0.27 0.30
O 18.076 25.273 17.509 -0.71 0.28 1.18
C 18.563 25.988 18.653 -1.20 1.26 -1.07
H 12.921 24.821 14.427 0.46 -0.22 -0.29
H 12.506 23.446 13.481 -0.56 -0.73 -0.45
H 14.154 23.993 13.404 0.45 0.31 -0.42
H 14.436 21.622 13.969 -0.32 -0.16 -0.55
H 14.651 21.448 15.690 -0.36 -0.42 0.31
H 16.026 23.473 14.079 0.56 0.39 0.16
H 16.602 21.837 14.398 -0.20 0.67 0.56
H 17.531 23.070 16.143 0.04 -0.23 -0.13
H 15.017 24.312 16.652 0.22 0.63 -0.08
H 16.378 25.109 15.746 -0.23 0.38 -0.33
H 16.682 24.038 18.525 0.35 -0.02 0.04
H 16.122 25.666 18.200 0.40 0.17 -0.06
H 19.433 26.554 18.309 0.00 -0.19 0.33
H 18.778 25.315 19.454 0.37 -0.43 0.65
H 17.758 26.728 19.008 1.13 -0.87 -0.42
C 21.259 24.877 7.910 -0.02 0.60 1.71
O 20.636 24.811 9.232 0.05 0.16 -0.67
C 20.770 26.049 9.891 0.41 0.59 1.02
C 20.582 26.011 11.417 -0.04 -0.73 -1.14
N 19.185 26.036 11.755 -0.30 0.42 0.36
C 18.940 26.228 13.156 0.26 -0.02 0.82
C 19.507 25.199 14.116 0.53 -1.51 0.26
O 18.973 23.869 13.916 -0.26 0.92 -0.51
C 19.622 22.933 14.756 -0.12 0.80 0.01
H 22.253 24.429 8.012 -0.03 0.13 -0.28
H 21.346 25.944 7.616 -0.07 -0.73 -0.15
H 20.652 24.311 7.228 -0.23 -0.16 -0.35
H 20.119 26.816 9.468 -0.21 -0.04 -0.13
H 21.782 26.410 9.818 0.76 0.14 -0.57
H 21.033 26.915 11.852 -0.01 -0.16 -0.22
H 21.183 25.139 11.762 -0.43 0.25 0.17
H 18.638 25.289 11.370 0.07 -0.49 -0.14
H 17.875 26.345 13.400 0.12 -0.05 -0.39
H 19.428 27.170 13.468 -0.23 -0.12 -0.17
H 19.251 25.521 15.122 0.00 0.08 0.40
H 20.617 25.064 14.082 -0.54 0.57 -0.21
H 19.165 21.953 14.594 0.10 0.20 0.33
H 19.550 23.305 15.788 -0.03 -0.55 0.07
H 20.680 22.892 14.506 0.31 -0.22 -0.09
```
Forces are in eV/Å.

Its structure (SMILES) is COCCNCCOC.COCCNCCOC.COCCNCCOC.COCCNCCOC.COCCNCCOC.COCCNCCOC.CCOCC.CCOCC.CCOCC. For the total energy, the calculation gives -91364.5987 eV.